{
  "formula": "C37H25BrF5N6O3RuS",
  "method": "ωB97M-V/def2-TZVPD",
  "total_charge": 1,
  "e_homo_ha": [-0.3875, -0.3851],
  "homo_lumo_gap_ev": [4.92, 4.82],
  "relative_energy_kcal_mol": 14.47,
  "elements": ["Ru", "Br", "C", "C", "C", "C", "O", "C", "C", "N", "C", "C", "C", "C", "C", "C", "C", "C", "N", "C", "C", "H", "H", "H", "H", "H", "H", "H", "H", "H", "H", "O", "C", "N", "C", "C", "O", "N", "C", "C", "C", "C", "C", "C", "C", "C", "C", "C", "C", "C", "H", "H", "H", "H", "H", "H", "H", "H", "H", "H", "H", "F", "C", "C", "F", "C", "F", "C", "S", "C", "F", "C", "F", "N", "N", "H", "H", "H", "H"],
  "positions_angstrom": [[-0.328, -0.152, -0.602], [-6.965, -0.970, 2.402], [-5.335, -0.395, 1.643], [-5.322, 0.712, 0.783], [-4.147, 1.137, 0.211], [-2.941, 0.477, 0.464], [-1.836, 0.973, -0.102], [-2.964, -0.631, 1.325], [-1.777, -1.317, 1.692], [-0.632, -1.145, 1.136], [0.533, -1.841, 1.572], [0.595, -2.864, 2.470], [1.835, -3.455, 2.807], [2.998, -3.011, 2.255], [2.962, -1.961, 1.306], [4.112, -1.437, 0.684], [4.001, -0.410, -0.217], [2.734, 0.077, -0.531], [1.626, -0.401, 0.011], [1.723, -1.401, 0.959], [-4.176, -1.053, 1.918], [-6.249, 1.227, 0.566], [-4.123, 1.975, -0.471], [-1.864, -2.027, 2.511], [-0.304, -3.259, 2.925], [1.850, -4.269, 3.519], [3.950, -3.453, 2.519], [5.081, -1.855, 0.930], [4.869, 0.023, -0.693], [2.618, 0.884, -1.243], [-4.178, -1.917, 2.573], [-3.408, 0.104, -2.521], [-3.008, -0.970, -2.131], [-3.690, -2.150, -2.140], [-2.896, -3.284, -1.679], [-1.599, -2.558, -1.315], [-0.572, -3.048, -0.869], [-1.754, -1.229, -1.547], [-2.730, -4.321, -2.795], [-1.495, -4.689, -3.310], [-1.420, -5.638, -4.326], [-2.571, -6.217, -4.833], [-3.809, -5.850, -4.318], [-3.886, -4.912, -3.303], [-3.479, -3.942, -0.421], [-4.795, -3.722, -0.041], [-5.335, -4.400, 1.048], [-4.556, -5.288, 1.771], [-3.231, -5.498, 1.404], [-2.695, -4.834, 0.309], [-4.520, -2.251, -2.699], [-0.587, -4.251, -2.918], [-0.452, -5.919, -4.722], [-2.507, -6.962, -5.616], [-4.715, -6.301, -4.704], [-4.856, -4.650, -2.890], [-5.410, -3.015, -0.585], [-6.369, -4.233, 1.323], [-4.979, -5.819, 2.616], [-2.619, -6.197, 1.961], [-1.666, -5.003, 0.016], [4.821, 5.977, -1.468], [3.817, 5.204, -1.112], [3.781, 4.666, 0.166], [4.757, 4.941, 1.022], [2.734, 3.851, 0.529], [2.738, 3.343, 1.750], [1.679, 3.548, -0.360], [0.319, 2.660, 0.168], [1.766, 4.108, -1.650], [0.823, 3.856, -2.554], [2.807, 4.923, -2.025], [2.859, 5.441, -3.245], [-0.801, 0.631, -3.613], [0.063, 0.866, -2.484], [-0.609, 1.321, -4.328], [-1.766, 0.691, -3.302], [-0.042, 1.819, -2.137], [1.014, 0.783, -2.822]],
  "mulliken_charge": [-0.1234, -0.1377, -0.3612, -0.5642, -0.4002, -0.2045, -0.1816, 0.2516, 0.4536, 0.5579, -0.1771, -0.7365, -1.2122, -0.9082, 1.1035, -0.5144, -1.3218, -0.0696, 0.4105, 0.9775, -0.6794, 0.4446, 0.5172, 0.3082, 0.3476, 0.4251, 0.4476, 0.4750, 0.4570, 0.5443, 0.4844, -0.7563, -0.2933, 0.1220, 3.2717, -0.7758, -0.5663, 0.5923, -0.0824, -0.1776, -1.0080, -0.4810, -0.9651, -0.2159, -0.8746, 0.2135, -0.9624, -0.4708, -1.0222, -0.0892, 0.3589, 0.4898, 0.4240, 0.4114, 0.4057, 0.4000, 0.4055, 0.4555, 0.4248, 0.4793, 0.5345, -0.2687, 0.6286, 0.1409, -0.2746, 0.3600, -0.3205, 0.2153, -0.2242, 0.2251, -0.3704, 0.0667, -0.2799, -0.6210, 0.0977, 0.3038, 0.1319, 0.0417, 0.2856]
}